1.
ORCA calculation (ωB97M-V with the def2-TZVPD basis set) on one molecule with the formula C6H10O.

The SMILES is CC/C=C/C=C/O. As for the multiplicity: 1. As for the net charge: 0.

```
17
Properties=species:S:1:pos:R:3:forces:R:3
C -2.13543 -1.41777 0.52203 0.70 0.00 -0.50
C -2.07633 0.11092 0.25898 -0.38 -0.64 -0.47
C -0.90145 0.48781 -0.58147 0.62 0.04 0.15
C 0.26214 0.90130 -0.08481 0.57 -0.69 0.39
C 1.57660 0.81674 -0.72841 -0.09 -0.46 -0.53
C 2.63874 0.46801 -0.01288 -0.16 -0.02 0.32
O 3.88313 0.33317 -0.56161 -0.02 -0.15 -0.18
H -3.16579 -1.75415 0.52039 -0.11 -0.16 0.29
H -1.61270 -1.95856 -0.27533 -0.21 0.09 -0.09
H -1.61313 -1.72877 1.42534 -0.17 0.17 0.21
H -2.98606 0.29290 -0.31621 -0.10 0.58 0.31
H -2.07119 0.63197 1.21249 -0.19 0.27 -0.06
H -0.93221 0.26375 -1.64465 -0.16 -0.14 0.01
H 0.38081 1.11466 0.97873 -0.46 -0.03 0.01
H 1.70599 0.73413 -1.80408 -0.20 0.69 -0.11
H 2.50315 0.10851 1.00782 0.32 0.56 0.17
H 4.54375 0.59538 0.08368 0.04 -0.12 0.08
```
Forces are in eV/Å.

2.
ORCA calculation (ωB97M-V with the def2-TZVPD basis set) on one molecule with the formula C6H10O.

As for the multiplicity: 1. As for the net charge: 0.

```
17
Properties=species:S:1:pos:R:3:forces:R:3
C -0.50845 -0.25028 1.85071 -0.02 0.01 -0.01
C 0.06188 -0.60737 0.47616 0.13 0.00 -0.09
C -0.98733 -0.88974 -0.62235 0.15 0.05 -0.16
C -0.51782 -0.41327 -1.97185 0.24 0.12 0.39
C 0.70420 0.38205 -1.67191 0.10 0.18 -0.16
C 0.98336 0.47892 -0.15250 0.13 -0.23 -0.12
O 0.73029 1.79131 0.32044 -0.27 0.12 0.03
H -1.10429 0.66870 1.81831 0.09 -0.13 -0.04
H -1.16045 -1.05031 2.22256 0.14 0.09 -0.11
H 0.28531 -0.09481 2.58984 -0.11 -0.02 -0.16
H 0.66066 -1.52049 0.59054 0.01 0.15 -0.05
H -1.94136 -0.35793 -0.43872 0.15 0.03 -0.16
H -1.29699 -1.94450 -0.66301 0.00 0.22 -0.11
H 0.67322 1.37067 -2.16593 -0.71 0.15 0.39
H 1.55182 0.11919 -2.32593 -0.04 -0.91 0.34
H 2.02937 0.28765 0.10286 -0.12 0.06 -0.06
H -0.16342 2.03021 0.04079 0.15 0.11 0.10
```
Forces are in eV/Å.

3.
ORCA calculation (ωB97M-V with the def2-TZVPD basis set) on one molecule with the formula C6H10O.

The SMILES is C1=CCOCCC1. As for the multiplicity: 1. As for the net charge: 0.

```
17
Properties=species:S:1:pos:R:3:forces:R:3
C -1.38531 -0.47856 0.17233 0.04 -0.05 0.01
C -0.31357 -1.35426 -0.47160 -0.19 0.02 -0.19
O 0.86061 -1.51246 0.30262 0.09 0.02 0.01
C 1.47162 -0.29300 0.73566 0.04 0.12 0.12
C 1.43018 0.77003 -0.33173 -0.17 -0.01 -0.11
C 0.25917 1.32868 -0.64092 0.14 0.06 0.08
C -0.99963 1.02996 0.15208 0.00 0.09 0.03
H -1.57527 -0.81374 1.19927 0.05 0.06 -0.16
H -2.31654 -0.63497 -0.38572 0.15 0.03 0.06
H -0.67586 -2.36476 -0.66840 0.00 0.05 0.16
H -0.07236 -0.89616 -1.44033 0.01 -0.29 0.04
H 0.95667 0.07320 1.63888 0.07 -0.08 -0.11
H 2.49263 -0.55936 1.02562 -0.18 0.06 -0.10
H 2.32268 0.97195 -0.92074 -0.16 -0.02 0.09
H 0.18203 1.98277 -1.50660 0.05 0.06 0.17
H -1.83345 1.62412 -0.23225 0.13 -0.07 0.02
H -0.83031 1.37672 1.17889 -0.06 -0.05 -0.10
```
Forces are in eV/Å.

4.
ORCA calculation (ωB97M-V with the def2-TZVPD basis set) on one molecule with the formula C6H10O.

The SMILES is CC1(C)[C@H]2O[C@]21C. As for the multiplicity: 1. As for the net charge: 0.

```
17
Properties=species:S:1:pos:R:3:forces:R:3
C 2.00009 -0.77208 0.43276 0.25 0.15 -0.14
C -1.39563 1.16981 0.72241 0.23 -0.09 0.02
C -1.18913 -1.09606 -0.42631 0.25 0.31 -0.18
C 0.95454 0.20517 0.04876 -0.35 1.28 -0.66
C -0.53948 0.23141 -0.09497 0.45 0.75 -0.60
C 0.47079 0.86740 -1.12522 -1.18 -1.20 0.82
O 1.15217 1.70034 -0.22454 0.32 -0.93 0.67
H 0.63123 0.81803 -2.18245 0.15 -0.07 -0.24
H 2.31065 -1.38019 -0.41936 0.00 -0.01 0.08
H 1.63522 -1.42842 1.22088 0.05 0.02 0.06
H 2.87132 -0.22957 0.79583 0.04 -0.08 0.08
H -1.40727 -1.65103 0.48648 0.01 -0.01 0.04
H -1.61763 0.72799 1.69410 -0.07 0.01 0.09
H -0.86837 2.10900 0.87292 -0.06 0.01 0.04
H -2.33583 1.36347 0.20757 -0.08 0.01 -0.01
H -0.54450 -1.70610 -1.05678 0.03 -0.11 -0.06
H -2.12816 -0.92916 -0.95207 -0.06 -0.04 -0.02
```
Forces are in eV/Å.

Values of max |F|, in order: 0.019 0.019 0.006 0.036, all in Eh/bohr.
Values of total energy, in order: -309.794615 -309.721719 -309.810244 -309.746605, all in Ha.
Values of energy relative to the best compared isomer or geometry (same formula, charge and spin), in order: 29.97 75.71 20.16 60.09, all in kcal/mol.